Below is a structure of composition C35H33ClIrN2O3PSi, with properties calculated with ωB97M-V/def2-TZVPD.

Results
- relative energy (zero: lowest compared OMol25 entry of this formula, charge and spin) (kJ/mol) = 0.0
- LUMO level (spin up / spin down) (eV) = 0.459 / -1.491
- spin multiplicity = 5
- HOMO energy (spin up / spin down) (eV) = -5.7 / -8.6
- expectation value of S² = 6.05
- total charge = 0

Geometry as XYZ:
```
77
Properties=species:S:1:pos:R:3:forces:R:3:mulliken_spin:R:1
Ir -0.202 0.424 -0.313 0.00 0.07 0.12 1.54
C -3.867 -0.286 -0.821 0.00 0.00 0.01 0.01
C -2.889 -1.417 -0.799 0.02 0.01 -0.01 0.01
C -3.261 -2.745 -0.968 -0.01 0.01 -0.01 0.02
C -2.284 -3.731 -0.946 0.00 -0.01 0.00 0.00
C -0.951 -3.419 -0.739 0.01 -0.01 -0.01 0.03
C -0.632 -2.076 -0.558 0.02 0.03 0.02 -0.02
N -1.602 -1.129 -0.613 -0.02 0.00 0.01 -0.01
N 0.558 -1.446 -0.287 -0.02 -0.06 -0.07 0.18
Si 2.141 -2.226 -0.244 -0.02 0.02 0.01 -0.02
C 3.439 -0.959 0.134 0.02 0.01 0.02 0.00
C 2.459 -3.021 -1.904 -0.01 -0.02 -0.02 0.01
C 2.133 -3.517 1.115 0.00 -0.01 0.00 0.01
H -4.097 0.002 -1.847 0.00 -0.01 -0.01 0.00
H -3.457 0.594 -0.327 0.00 0.00 0.00 0.00
H -4.799 -0.577 -0.338 0.00 0.00 0.00 0.00
H -4.302 -2.993 -1.116 0.00 0.00 0.00 0.00
H -2.569 -4.766 -1.086 0.00 0.00 0.00 0.00
H -0.188 -4.183 -0.714 0.00 0.00 0.00 0.00
H 3.485 -0.180 -0.628 0.00 0.00 -0.01 0.00
H 4.412 -1.454 0.179 0.00 0.00 0.00 0.00
H 3.261 -0.477 1.097 0.01 -0.01 -0.01 0.00
H 2.468 -2.262 -2.690 0.00 0.00 0.01 0.00
H 1.703 -3.761 -2.172 0.01 0.01 0.00 0.00
H 3.431 -3.521 -1.910 0.00 0.00 0.00 0.00
H 2.043 -3.041 2.095 0.00 0.00 0.00 0.00
H 3.075 -4.071 1.103 0.00 0.00 0.01 0.00
H 1.323 -4.243 1.017 0.00 0.00 0.01 0.00
O 2.040 1.841 -0.881 0.00 0.00 0.01 0.66
C 1.484 1.601 0.200 -0.05 -0.02 0.00 0.55
C 1.808 1.891 1.529 0.01 0.02 0.00 0.01
C 3.037 2.534 1.876 0.01 0.00 0.01 0.22
C 3.353 2.745 3.190 0.00 0.00 -0.01 -0.08
C 2.489 2.351 4.232 0.00 0.00 0.00 0.24
C 1.280 1.753 3.916 0.01 0.00 0.00 -0.16
C 0.926 1.524 2.593 -0.01 0.00 -0.01 0.17
P -0.651 0.882 2.068 0.01 0.03 -0.05 0.27
C -1.876 2.202 2.239 0.01 0.00 0.01 0.03
C -3.237 1.903 2.170 -0.01 0.00 0.00 0.04
C -4.175 2.921 2.176 0.00 0.00 0.00 -0.01
C -3.762 4.246 2.240 0.00 0.00 0.00 0.02
C -2.410 4.547 2.302 0.00 0.00 0.00 -0.01
C -1.466 3.530 2.301 0.00 0.00 0.00 0.03
C -1.156 -0.424 3.216 0.00 -0.01 0.00 -0.02
C -0.729 -1.727 2.962 0.00 -0.01 -0.01 0.01
C -1.051 -2.752 3.837 0.00 0.00 0.00 -0.01
C -1.808 -2.485 4.970 0.00 0.01 0.00 0.01
C -2.237 -1.190 5.228 0.00 0.00 0.00 0.00
C -1.914 -0.161 4.356 0.00 0.00 0.00 0.01
H 3.712 2.833 1.085 0.00 0.00 0.00 0.02
H 4.295 3.222 3.435 0.00 0.00 0.00 0.00
H 2.763 2.520 5.264 0.00 0.00 0.00 0.02
H 0.598 1.459 4.707 0.00 0.00 0.00 0.00
H -3.563 0.870 2.117 0.00 0.00 0.00 0.00
H -5.230 2.682 2.124 0.00 0.00 0.00 0.00
H -4.495 5.042 2.234 0.00 0.00 0.00 0.00
H -2.085 5.579 2.345 0.00 0.00 0.00 0.00
H -0.410 3.768 2.342 0.00 0.00 0.00 0.00
H -0.136 -1.933 2.079 -0.01 0.00 0.01 -0.01
H -0.714 -3.760 3.632 0.00 0.00 0.00 0.00
H -2.063 -3.285 5.652 0.00 0.00 0.00 0.00
H -2.825 -0.980 6.112 0.00 0.00 0.00 0.00
H -2.254 0.847 4.559 0.00 0.00 0.00 0.00
Cl -0.080 -2.398 -6.094 0.00 0.00 0.00 0.00
C -0.561 -1.113 -5.028 -0.01 0.00 0.00 0.00
C -1.904 -0.785 -4.921 0.00 0.00 0.00 0.01
C -2.280 0.231 -4.057 -0.01 0.00 0.01 0.00
C -1.334 0.889 -3.281 0.02 -0.01 0.01 0.05
C 0.014 0.570 -3.431 0.00 -0.01 -0.01 0.02
C 0.406 -0.429 -4.310 0.00 0.01 0.01 0.03
C -1.797 1.907 -2.266 -0.04 0.01 -0.03 0.01
O -2.822 2.530 -2.431 0.01 0.00 0.02 0.01
O -1.013 2.043 -1.216 0.02 -0.07 -0.01 0.15
H -2.638 -1.319 -5.509 0.00 0.00 0.00 0.00
H -3.319 0.522 -3.971 0.00 0.01 0.00 0.00
H 0.767 1.118 -2.877 0.01 0.02 0.01 -0.06
H 1.451 -0.675 -4.439 -0.01 0.00 -0.01 0.00
```
Positions in Å, forces in eV/Å.